(1)
The following is a quantum chemistry calculation of a 3-piece molecular cluster, C3H15N6O overall at a distorted geometry, from the OMol25 dataset.

Last columns: bonded neighbours and bond lengths (Å).
Atoms and positions in Å:
1 C 3.933 0.674 -0.177  N9 1.461, H11 1.077, H12 1.133, H13 1.151
2 C 2.940 -1.471 -0.477  N9 1.471, H14 1.123, H15 1.101, H16 1.114
3 C -1.223 1.084 0.697  N4 1.364, N5 1.330, O10 1.239
4 N -1.689 2.297 1.115  C3 1.364, H17 1.039, H18 1.040
5 N 0.091 0.962 0.530  C3 1.330, H19 0.988, H20 1.045
6 N -3.158 -1.282 -1.485  N8 1.238, H21 1.031, H22 1.031
7 N -4.521 -0.950 0.164  N8 1.288, H23 1.042, H24 0.987
8 N -4.288 -1.440 -1.005  N6 1.238, N7 1.288
9 N 2.921 -0.246 0.338  C1 1.461, C2 1.471, H25 1.088
10 O -2.109 0.270 0.403  C3 1.239
11 H 3.589 1.107 -1.101  C1 1.077
12 H 4.033 1.662 0.369  C1 1.133
13 H 4.929 0.103 -0.255  C1 1.151
14 H 2.498 -2.269 0.178  C2 1.123
15 H 2.250 -1.379 -1.331  C2 1.101
16 H 3.943 -1.647 -0.927  C2 1.114
17 H -2.722 2.304 1.001  N4 1.039
18 H -1.057 3.102 0.932  N4 1.040
19 H 0.534 1.767 0.893  N5 0.988
20 H 0.679 0.111 0.674  N5 1.045
21 H -3.027 -1.711 -2.413  N6 1.031
22 H -2.468 -0.803 -0.886  N6 1.031
23 H -3.815 -0.489 0.775  N7 1.042
24 H -5.331 -1.322 0.588  N7 0.987
25 H 3.070 -0.433 1.399  N9 1.088

Output
charge	+1
frontier orbital gap	8.04	eV
lowest unoccupied orbital energy	-3.75	eV
calculated total energy	-14334.9741	eV
energy above the lowest of the compared OMol25 structures with the same formula, charge and spin	0.0000	eV

---

(2)
The following is a quantum chemistry calculation of a 3-piece molecular cluster, C11H24ClFN4O7S overall at a distorted geometry, from the OMol25 dataset.

Last columns: bonded neighbours and bond lengths (Å).
Atoms and positions in Å:
1 C 1.666 2.075 0.944  C2 1.532, H18 1.088, H19 1.087, H20 1.091
2 C 2.660 1.108 0.292  C1 1.532, C3 1.539, H21 1.087, H22 1.088
3 C 2.736 -0.221 1.064  C2 1.539, Cl4 1.782, N5 1.476, H23 1.088
4 Cl 4.280 -0.415 1.933  C3 1.782
5 N 2.406 -1.428 0.281  C3 1.476, C6 1.487, S14 1.642
6 C 1.047 -1.333 -0.313  N5 1.487, C7 1.546, H24 1.087, H25 1.089
7 C 0.296 -2.684 -0.286  C6 1.546, N8 1.460, H26 1.088, H27 1.088
8 N -1.115 -2.609 0.081  C7 1.460, C9 1.480, C11 1.396
9 C -1.847 -1.553 -0.653  N8 1.480, C10 1.528, H28 1.088, H29 1.093
10 C -2.255 -0.327 0.164  C9 1.528, H30 1.091, H31 1.088, H32 1.090
11 C -1.414 -2.680 1.443  N8 1.396, C12 1.510, O13 1.205
12 C -0.338 -2.528 2.492  C11 1.510, H33 1.087, H34 1.085, H35 1.091
13 O -2.548 -2.876 1.799  C11 1.205
14 S 3.540 -1.953 -0.786  N5 1.642, O15 1.418, O16 1.422, F17 1.554
15 O 4.480 -0.948 -1.129  S14 1.418
16 O 2.891 -2.701 -1.806  S14 1.422
17 F 4.264 -2.987 0.120  S14 1.554
18 H 2.136 2.651 1.740  C1 1.088
19 H 1.262 2.787 0.228  C1 1.087
20 H 0.825 1.547 1.395  C1 1.091
21 H 2.450 0.955 -0.763  C2 1.087
22 H 3.647 1.561 0.355  C2 1.088
23 H 1.997 -0.202 1.862  C3 1.088
24 H 0.512 -0.579 0.259  C6 1.087
25 H 1.106 -0.988 -1.344  C6 1.089
26 H 0.386 -3.137 -1.271  C7 1.088
27 H 0.816 -3.352 0.398  C7 1.088
28 H -1.266 -1.286 -1.533  C9 1.088
29 H -2.772 -1.993 -1.035  C9 1.093
30 H -1.483 0.004 0.860  C10 1.091
31 H -3.148 -0.554 0.742  C10 1.088
32 H -2.485 0.499 -0.509  C10 1.090
33 H -0.735 -1.883 3.274  C12 1.087
34 H 0.614 -2.150 2.136  C12 1.085
35 H -0.159 -3.503 2.948  C12 1.091
36 C -1.710 1.130 -4.872  N37 1.488, H40 1.083, H41 1.086, H42 1.085
37 N -1.096 0.732 -3.576  C36 1.488, O38 1.215, O39 1.212
38 O -0.783 -0.432 -3.428  N37 1.215
39 O -0.947 1.602 -2.744  N37 1.212
40 H -1.774 0.252 -5.501  C36 1.083
41 H -2.691 1.538 -4.652  C36 1.086
42 H -1.070 1.890 -5.310  C36 1.085
43 C -2.700 3.874 2.215  N44 1.489, H47 1.083, H48 1.085, H49 1.086
44 N -1.233 3.821 1.965  C43 1.489, O45 1.214, O46 1.212
45 O -0.538 3.263 2.788  N44 1.214
46 O -0.835 4.344 0.946  N44 1.212
47 H -2.904 3.371 3.153  C43 1.083
48 H -2.983 4.921 2.255  C43 1.085
49 H -3.188 3.377 1.382  C43 1.086

Output
frontier orbital gap	8.88	eV
SMILES string	CC[C@H](Cl)N(CCN(CC)C(C)=O)S(=O)(=O)F.C[N+](=O)[O-].C[N+](=O)[O-]
lowest unoccupied orbital energy	-0.23	eV
calculated total energy	-58158.2374	eV
energy above the lowest of the compared OMol25 structures with the same formula, charge and spin	0.0000	eV

---

Question: energy above the lowest of the compared OMol25 structures with the same formula, charge and spin of number 2 (C11H24ClFN4O7S)?
Answer: 0.0000 eV